{
  "formula": "C4H12N3O",
  "method": "ωB97M-V with the def2-TZVPD basis set",
  "symbols": ["N", "C", "C", "N", "C", "O", "C", "N", "H", "H", "H", "H", "H", "H", "H", "H", "H", "H", "H", "H"],
  "coordinates": [[1.5619, -2.7284, 0.5033], [1.0658, -1.6991, 1.4001], [1.1682, -0.3591, 0.6927], [0.5416, -0.3770, -0.6318], [-0.3951, 0.4845, -1.1280], [-0.9399, 0.3554, -2.2064], [-0.9473, 1.5063, -0.1858], [-1.9050, 2.3456, -1.0025], [1.8691, -3.5578, 0.9755], [0.9840, -2.9772, -0.2774], [1.6234, -1.7002, 2.3369], [-0.0076, -1.8367, 1.7327], [0.4288, 0.2948, 1.2307], [2.1210, 0.1392, 0.7638], [0.9358, -0.9120, -1.4021], [-1.3990, 1.1925, 0.7904], [-0.1771, 2.1964, 0.2400], [-2.4023, 3.0941, -0.5199], [-2.6540, 1.7651, -1.4826], [-1.4724, 2.7735, -1.8298]],
  "forces_ev_per_a": [[0.657, 0.237, 0.431], [-1.095, -0.634, -0.406], [-2.517, 1.384, 0.978], [0.183, 0.598, -1.376], [0.158, -2.202, 1.279], [0.291, 0.437, -0.537], [0.198, 2.245, 1.750], [-1.511, -0.548, -1.064], [0.030, -0.233, 0.088], [-0.451, -0.004, 0.047], [0.292, 0.110, -0.245], [0.800, 0.002, -0.482], [1.064, -0.333, 0.118], [0.537, -0.176, -0.476], [0.142, -0.237, 0.463], [-0.274, -0.322, -1.336], [-0.310, -0.308, -0.872], [0.250, -0.071, 0.478], [1.066, 0.199, 0.863], [0.490, -0.146, 0.298]],
  "lowdin_charge": [0.0054, -0.2640, -0.1722, 0.0871, -0.4814, 0.0813, -0.0631, 0.1789, 0.0734, 0.0644, 0.1210, 0.1234, 0.1026, 0.1242, 0.1577, 0.1575, 0.1544, 0.1740, 0.1988, 0.1765],
  "smiles": "NCCNC(=O)C[NH3+]",
  "homo_ev": -12.34,
  "e_tot_ev": -10853.70646,
  "e_above_lowest_kcal_mol": 32.0,
  "lumo_energy_ha": -0.1355,
  "total_charge": 1,
  "orbital_gap_ev": 8.65,
  "largest_force_ev_per_a": 3.0
}

***

{
  "formula": "C6H7S4",
  "method": "ωB97M-V with the def2-TZVPD basis set",
  "symbols": ["C", "C", "C", "C", "C", "C", "S", "S", "S", "S", "H", "H", "H", "H", "H", "H", "H"],
  "coordinates": [[-0.8250, 0.4292, 0.2727], [1.9302, 1.8293, 1.5005], [-0.9287, 0.6332, 1.4797], [0.7578, -1.2115, -0.6892], [-1.3499, -0.6341, -1.9148], [-0.2887, -0.0442, -0.9985], [1.9244, 2.8050, 0.2034], [0.0840, -0.2762, 3.9457], [2.1172, 1.3258, 2.9310], [-1.2816, 1.0104, 3.0975], [0.1229, -1.6466, 0.1321], [1.7088, -0.8055, -0.3176], [0.7910, -1.7431, -1.6300], [-1.9337, -1.4579, -1.5023], [-0.9004, -1.0459, -2.7598], [-2.0402, 0.1187, -2.1855], [0.1118, 0.7134, -1.5650]],
  "forces_ev_per_a": [[0.426, 0.239, 2.215], [-0.365, 0.939, -4.700], [-0.912, 0.090, -2.011], [-2.116, 1.892, 0.974], [-0.693, -0.368, 1.501], [-0.496, -2.410, 0.817], [-0.005, -0.014, 0.662], [-0.689, 0.452, -0.005], [0.965, -0.815, 4.005], [0.785, -0.800, -0.105], [1.451, -0.767, -0.797], [-0.349, -0.327, -0.131], [0.503, -0.674, 0.204], [0.070, 0.016, 0.512], [0.863, -0.407, -1.718], [-0.847, 0.848, -0.514], [1.409, 2.105, -0.910]],
  "lowdin_charge": [-0.0942, -1.4630, -0.5772, -0.0270, -0.0952, -0.4287, 0.3800, 0.0299, 0.4239, 0.3522, 0.0945, 0.0755, 0.0539, 0.0850, 0.0454, 0.0622, 0.0827],
  "homo_ev": [-1.19, -4.08],
  "e_tot_ev": -49673.49192,
  "lumo_energy_ha": [0.1171, 0.0639],
  "total_charge": -1,
  "orbital_gap_ev": [4.37, 5.82],
  "multiplicity": 3,
  "largest_force_ev_per_a": 4.8
}

***

{
  "formula": "C5H6AgLiO4",
  "method": "ωB97M-V with the def2-TZVPD basis set",
  "symbols": ["O", "C", "O", "O", "C", "Li", "H", "H", "C", "C", "H", "H", "Ag", "O", "C", "H", "H"],
  "coordinates": [[2.5100, 1.5824, 1.3434], [2.1200, 0.8344, 0.4140], [2.5134, 0.9424, -0.7719], [1.2843, -0.1618, 0.7721], [0.5514, -0.8450, -0.2438], [3.5594, 2.4596, -0.0618], [0.3103, -1.8263, 0.1870], [1.2528, -1.0943, -1.0484], [-0.7516, -0.0688, -1.5545], [-0.9949, 0.0295, -0.1840], [-0.1313, 0.6797, -2.0549], [-1.4158, -0.7356, -2.1204], [-1.5839, 0.0082, 2.9119], [-2.0549, -1.2498, 1.5837], [-2.1903, -0.4777, 0.4659], [-2.9214, -0.9173, -0.2337], [-2.0576, 0.8404, 0.5953]],
  "forces_ev_per_a": [[-0.316, -0.283, -0.405], [1.552, 1.258, 0.195], [-0.430, -0.039, -0.336], [-1.446, -0.638, -0.198], [1.209, -0.533, 1.463], [-0.265, -0.408, 0.177], [-0.708, 0.518, -0.049], [-0.533, 0.625, -0.535], [-0.171, 1.402, 0.881], [0.050, -1.923, -1.804], [-0.030, -0.512, -0.003], [0.636, -0.108, -0.099], [1.184, 2.188, 3.573], [-1.285, -0.567, -3.476], [2.249, -1.161, 0.700], [-0.450, 1.064, 0.083], [-1.245, -0.881, -0.167]],
  "lowdin_charge": [-0.0518, -0.7901, -0.0662, 0.0112, -0.0302, 0.8506, 0.1548, 0.1473, 0.1428, -0.1640, 0.1212, 0.1348, 0.8915, -0.3529, -0.3639, 0.1544, 0.2104],
  "homo_ev": [-12.76, -13.00],
  "e_tot_ev": -17663.54866,
  "e_above_lowest_kcal_mol": 104.6,
  "lumo_energy_ha": [-0.1590, -0.2157],
  "total_charge": 1,
  "orbital_gap_ev": [8.43, 7.13],
  "multiplicity": 2,
  "largest_force_ev_per_a": 4.4
}